1.
{"formula": "C44H76F6O52PS10", "method": "the ωB97M-V functional and the def2-TZVPD basis", "symbols": ["C", "H", "O", "S", "H", "O", "O", "C", "H", "H", "O", "H", "C", "H", "C", "O", "H", "O", "O", "H", "O", "O", "H", "F", "O", "C", "O", "S", "C", "H", "O", "H", "C", "F", "H", "H", "H", "H", "S", "C", "H", "C", "H", "H", "H", "C", "S", "O", "H", "C", "H", "H", "O", "H", "H", "H", "H", "H", "O", "H", "C", "C", "H", "O", "O", "H", "F", "O", "C", "C", "H", "C", "H", "H", "O", "O", "C", "H", "C", "O", "C", "O", "H", "C", "C", "H", "O", "O", "O", "O", "C", "C", "H", "O", "H", "C", "C", "C", "P", "S", "C", "H", "O", "C", "O", "H", "F", "H", "O", "H", "O", "H", "H", "H", "H", "H", "S", "C", "H", "H", "H", "H", "O", "O", "O", "H", "O", "H", "H", "H", "H", "H", "O", "O", "H", "H", "F", "C", "C", "H", "H", "O", "O", "H", "C", "H", "C", "C", "O", "O", "H", "C", "O", "S", "S", "O", "O", "H", "C", "O", "F", "C", "C", "H", "S", "C", "H", "S", "H", "O", "H", "O", "H", "O", "H", "H", "C", "C", "H", "O", "H", "C", "H", "O", "O", "C", "O", "H", "C"], "positions_angstrom": [[18.084, 4.612, -1.198], [22.835, 1.136, -11.270], [21.936, -2.125, -6.764], [19.108, 8.613, -5.322], [20.193, 0.571, -3.674], [17.020, 7.545, -7.909], [21.194, 4.943, -11.504], [27.568, 3.180, -8.744], [14.106, 5.279, -5.564], [24.201, 9.676, -6.391], [25.832, -0.404, -8.954], [28.856, 4.546, -7.676], [25.171, -0.010, -9.943], [23.635, 3.764, -2.353], [15.540, 0.340, -2.185], [14.137, 3.828, -9.496], [16.286, 1.142, -5.364], [18.597, 7.589, -9.755], [18.067, -0.556, -9.516], [18.029, 5.681, -3.103], [14.597, 5.472, -7.646], [16.858, 5.657, -9.729], [21.299, 6.159, -5.938], [22.150, 2.123, -6.838], [27.144, 3.523, -10.005], [16.991, 1.796, -3.363], [21.291, -2.068, -4.340], [17.791, 6.408, -8.877], [26.721, 0.183, -1.368], [27.861, -0.397, -2.992], [27.552, 1.816, -4.807], [17.226, 9.567, -7.518], [28.292, 7.109, -2.706], [23.024, 4.855, -5.226], [21.803, 7.695, -4.123], [14.732, -0.465, -4.097], [22.701, 3.217, -10.003], [21.132, 4.991, -1.035], [18.275, 6.806, 0.058], [26.993, 7.855, -2.258], [18.124, 0.634, -6.625], [23.443, -0.547, -6.033], [25.545, 1.766, -11.080], [27.436, 5.140, -11.254], [23.577, 7.017, -6.345], [27.882, 5.552, -9.241], [24.196, 8.226, -9.529], [25.046, 0.132, -3.044], [28.741, 6.807, -4.794], [19.591, -0.524, -1.977], [27.620, 6.503, -8.777], [14.435, 1.137, -3.887], [23.745, -0.292, -10.126], [22.515, -0.555, -7.955], [24.881, -0.879, -12.606], [16.453, 9.237, -9.001], [27.508, 0.917, -1.193], [19.445, 8.888, -8.351], [23.390, 4.354, -11.452], [24.771, 0.756, -13.056], [23.010, 4.646, -2.213], [25.674, 0.688, -11.182], [22.292, -0.377, -0.480], [29.290, 2.092, -2.836], [25.569, 8.534, -9.945], [19.624, 5.904, -5.249], [21.047, 3.409, -5.479], [17.660, 2.836, -3.554], [18.624, 8.872, -9.067], [25.825, -1.014, -3.169], [24.300, 0.109, -6.184], [17.263, 8.882, -8.365], [29.192, 7.391, -2.159], [21.539, 1.466, -1.067], [18.479, -0.955, -2.104], [20.038, 8.333, -4.001], [20.833, 7.196, -4.134], [26.721, 0.475, -11.397], [23.654, 9.034, -7.082], [17.945, 5.197, 0.045], [14.939, 5.369, -6.261], [23.686, -1.624, -5.221], [27.030, 4.886, -7.539], [24.667, 0.105, -12.189], [27.034, 4.912, -10.266], [26.445, 7.266, -1.523], [17.713, 6.943, -1.487], [25.013, 1.958, -1.687], [24.236, 7.150, -8.269], [22.831, 5.528, -0.058], [21.639, 5.069, -10.150], [27.871, 4.547, -8.144], [15.958, -0.615, -1.864], [23.729, 9.439, -8.482], [26.079, -1.042, -4.228], [22.913, 4.278, -10.137], [25.490, 0.877, -2.002], [23.342, 0.176, -11.371], [22.575, 3.467, -6.064], [19.468, -0.074, -9.258], [15.674, 4.106, -6.237], [22.619, -0.044, -5.527], [22.571, 5.311, -13.647], [20.440, 6.602, -5.432], [27.120, 3.483, -3.226], [17.268, 0.067, -4.451], [22.084, 4.429, -7.187], [23.703, -1.938, -7.671], [25.088, 8.410, -3.742], [18.697, 9.685, -9.790], [24.678, 7.266, -0.218], [22.529, -1.042, -2.102], [26.346, 4.525, -4.794], [23.699, 4.552, -9.434], [20.750, 6.502, -3.298], [25.514, 1.740, -4.931], [23.470, 6.797, -0.924], [27.106, -0.886, -2.376], [21.773, 6.135, -9.966], [15.420, 6.305, -5.977], [22.344, 4.884, -3.042], [28.055, 6.045, -2.730], [23.844, 5.790, -2.206], [18.860, 5.678, -8.167], [20.546, -1.139, -1.358], [26.528, -0.309, -0.415], [19.312, 9.976, -5.853], [14.669, 0.603, -1.584], [22.109, 3.638, -0.585], [19.985, 2.733, -7.701], [25.194, 3.638, -3.805], [27.534, -1.790, -1.943], [23.152, 7.955, -10.528], [27.090, 7.895, -4.630], [20.862, 4.606, -9.542], [19.618, 1.324, -6.094], [24.079, 3.297, -6.684], [22.168, 4.671, -0.928], [26.192, 3.598, -4.241], [25.206, 7.667, -6.568], [26.290, 2.717, -6.270], [22.431, 7.720, -1.344], [15.123, 3.264, -7.237], [15.447, 3.604, -5.296], [26.325, 2.404, -5.227], [25.346, -1.968, -2.944], [21.834, -0.500, -1.461], [15.214, 0.409, -3.659], [19.835, -0.037, -7.623], [17.314, 7.425, 1.024], [17.479, 3.712, -1.303], [26.248, 8.085, -3.571], [29.148, 3.860, -4.693], [28.496, 2.843, -3.846], [22.312, -2.632, -5.228], [20.642, -0.559, -10.048], [27.459, 2.084, -8.248], [28.929, 5.591, -9.543], [28.324, 7.566, -4.132], [19.693, 7.058, 0.098], [22.927, 2.439, -4.800], [19.098, 0.967, -6.983], [20.089, 0.748, -2.604], [28.931, 8.466, -4.235], [13.961, 4.034, -8.112], [21.523, 0.875, -1.982], [16.740, 4.150, -6.460], [22.294, 4.367, -12.598], [27.252, 8.858, -1.920], [16.553, 1.398, -2.148], [18.245, 2.742, -8.035], [22.626, -4.061, -5.242], [25.990, 5.219, -10.217], [17.724, 8.094, -5.139], [22.615, 9.073, -6.758], [22.305, 1.288, -2.619], [22.932, -1.285, -7.261], [24.203, 7.629, -6.994], [16.465, 5.606, -2.311], [21.992, 3.008, -12.962], [19.103, 4.452, -1.552], [17.536, 5.700, -2.131], [19.452, 1.539, -2.208], [19.946, 7.564, -6.272], [12.649, 3.936, -7.483], [19.146, 2.129, -8.044], [19.475, 1.574, -9.287], [22.637, -0.477, -11.885], [16.516, 0.848, -4.340]], "lowdin_charge": [-0.21, 0.10, -0.19, 0.76, 0.13, -0.23, -0.19, -0.41, 0.13, 0.13, 0.07, 0.13, -0.32, 0.10, -0.10, -0.19, 0.12, -0.21, -0.27, 0.11, -0.21, -0.23, 0.11, -0.14, 0.01, -0.48, -0.24, 0.77, -0.06, 0.10, -0.20, 0.12, -0.11, -0.18, 0.14, 0.12, 0.13, 0.10, 0.75, -0.04, 0.10, -0.22, 0.11, 0.13, 0.12, -0.18, 0.76, 0.02, 0.12, -0.54, 0.12, 0.12, -0.04, 0.11, 0.12, 0.13, 0.11, 0.10, -0.22, 0.11, -0.18, -0.08, 0.13, -0.26, -0.26, 0.13, -0.17, 0.06, -0.13, -0.20, 0.14, -0.18, 0.12, 0.10, 0.11, -0.17, -0.19, 0.13, -0.13, -0.19, -0.19, -0.22, 0.13, -0.13, -0.16, 0.09, -0.20, 0.09, -0.21, -0.18, -0.16, -0.09, 0.12, -0.20, 0.13, -0.18, -0.41, -0.20, 0.25, 0.82, -0.20, 0.11, -0.23, -0.25, -0.20, 0.14, -0.10, 0.13, 0.10, 0.14, -0.26, 0.11, 0.12, 0.12, 0.13, 0.10, 0.76, -0.14, 0.11, 0.13, 0.10, 0.10, -0.21, -0.26, 0.07, 0.12, -0.26, 0.13, 0.12, 0.09, 0.10, 0.12, -0.24, 0.02, 0.11, 0.11, -0.14, -0.19, -0.21, 0.12, 0.09, -0.23, -0.20, 0.12, -0.16, 0.13, -0.14, -0.14, -0.21, -0.26, 0.12, -0.43, -0.27, 0.78, 0.79, -0.25, 0.13, 0.12, -0.24, -0.23, -0.18, -0.17, -0.03, 0.13, 0.69, -0.13, 0.13, 0.67, 0.13, 0.01, 0.12, -0.24, 0.12, -0.26, 0.12, 0.10, -0.20, -0.22, 0.13, -0.24, 0.11, -0.19, 0.11, -0.20, -0.25, -0.17, -0.19, 0.12, -0.09], "total_charge": -1, "e_tot_ha": -10557.08825, "max_force_ev_per_a": 5.23, "gap_ev": 9.99}

***

2.
{"formula": "C20H22Br2N", "method": "the ωB97M-V functional and the def2-TZVPD basis", "symbols": ["H", "C", "H", "H", "C", "C", "H", "Br", "Br", "H", "H", "H", "C", "C", "C", "C", "H", "H", "H", "C", "C", "H", "C", "C", "C", "H", "H", "C", "C", "H", "H", "C", "H", "C", "H", "C", "H", "H", "H", "C", "H", "H", "C", "C", "N"], "positions_angstrom": [[6.096, 2.277, 2.055], [3.165, 2.490, -0.510], [2.363, 2.552, -1.242], [-1.101, -2.947, -1.141], [3.264, 1.354, 0.338], [1.357, 0.175, -0.713], [-2.126, -2.453, 2.731], [6.286, 4.938, 0.742], [-3.006, -1.902, -5.682], [0.295, 0.061, 1.777], [-0.440, -0.507, 3.294], [-2.138, 0.893, 2.665], [-3.854, -0.035, 1.689], [-0.524, -0.980, -1.803], [0.514, -0.923, -0.834], [-0.825, 0.071, -2.721], [0.249, -1.676, 2.115], [-4.364, 0.342, 0.800], [-4.357, -1.950, 2.610], [2.310, 0.302, 0.277], [-0.315, -0.736, 2.208], [-2.350, -3.483, -3.252], [4.352, 1.286, 1.245], [-1.219, -2.204, -1.936], [-1.558, -0.200, -3.874], [-4.362, 0.369, 2.575], [3.971, 4.416, -1.048], [-2.126, -1.477, -4.055], [4.072, 3.541, -0.409], [2.335, -0.473, 1.051], [0.811, -1.853, -0.333], [5.109, 3.471, 0.543], [-2.176, 1.166, 0.910], [-2.385, 0.414, 1.691], [-0.434, 1.083, -2.552], [-1.955, -2.484, -3.082], [1.279, 0.967, -1.465], [-1.655, 0.553, -4.662], [4.462, 0.395, 1.861], [5.269, 2.324, 1.349], [-2.161, -2.786, 0.990], [-4.351, -1.982, 0.841], [-2.374, -2.012, 1.744], [-3.843, -1.579, 1.717], [-1.561, -0.797, 1.494]], "nbo_charge": [0.25, -0.05, 0.21, 0.23, -0.20, -0.32, 0.18, 0.15, 0.15, 0.18, 0.18, 0.18, -0.42, -0.16, 0.10, -0.11, 0.19, 0.21, 0.22, 0.06, -0.41, 0.25, -0.10, -0.09, -0.25, 0.22, 0.25, -0.01, -0.26, 0.23, 0.23, -0.02, 0.19, -0.22, 0.22, -0.25, 0.22, 0.25, 0.23, -0.25, 0.18, 0.21, -0.21, -0.42, -0.45], "total_charge": 1, "e_tot_ha": -5977.79184, "max_force_ev_per_a": 0.97, "gap_ev": 5.42}

***

3.
{"formula": "C16H35AlF7NO3P", "method": "the ωB97M-V functional and the def2-TZVPD basis", "symbols": ["C", "Al", "H", "F", "H", "C", "H", "H", "F", "H", "H", "H", "O", "F", "H", "H", "F", "H", "H", "H", "O", "F", "C", "C", "C", "H", "H", "H", "C", "H", "H", "C", "C", "H", "H", "N", "F", "C", "P", "H", "F", "C", "H", "H", "H", "C", "H", "H", "C", "H", "O", "C", "C", "H", "H", "H", "H", "H", "H", "H", "C", "H", "H", "C"], "positions_angstrom": [[-1.112, 2.792, 4.103], [2.620, -3.732, -2.299], [2.301, -1.583, -4.340], [4.107, -6.025, -3.306], [-1.224, 1.741, 5.969], [-3.142, 1.561, 5.039], [1.459, 0.774, 0.097], [3.663, -1.379, -1.750], [6.737, -6.070, -3.429], [2.130, -4.233, -0.845], [0.550, 2.270, 0.078], [-3.581, 1.212, 5.978], [1.300, -3.786, -5.220], [7.727, -4.226, -4.047], [0.886, -6.301, -4.131], [-5.399, 4.086, 4.176], [5.025, -5.085, -1.550], [-1.163, 3.339, -0.943], [-0.203, 3.329, 4.375], [-2.125, 3.239, 5.953], [-0.453, -3.363, -3.420], [4.700, -3.608, -4.697], [0.811, 1.394, -0.527], [-0.442, 0.588, -0.861], [-4.199, 2.313, 4.230], [-2.693, 3.108, -1.757], [1.893, 0.965, -2.358], [-2.341, 0.668, -1.853], [-2.683, 2.432, 0.280], [1.005, 2.495, -2.400], [-3.809, 2.530, 3.231], [2.814, -1.727, -2.331], [5.360, -4.079, -3.616], [-5.055, 1.647, 4.078], [-1.708, 3.453, 3.471], [2.872, -1.090, -3.674], [6.405, -5.271, -5.437], [-1.991, 2.636, -1.064], [0.886, -4.191, -3.848], [-3.051, 3.383, 0.674], [5.870, -3.028, -2.930], [-5.372, 3.414, 6.214], [-0.148, -0.312, -1.408], [-3.537, 1.757, 0.182], [-6.227, 2.741, 6.122], [4.352, -4.798, -2.718], [-1.082, 1.553, -2.680], [-0.823, 1.925, 3.506], [1.594, 1.832, -1.763], [3.812, -1.039, -4.019], [0.233, -5.681, -3.806], [-1.878, 2.360, 5.350], [-1.488, 1.335, -1.688], [-2.001, 2.012, 1.021], [-4.688, 2.992, 6.952], [-0.897, 0.235, 0.071], [2.498, 2.371, -1.475], [-5.736, 4.364, 6.610], [-3.861, 4.316, 4.972], [1.924, -1.342, -1.830], [-4.691, 3.614, 4.863], [-2.863, 0.659, 4.486], [-0.441, -2.551, -3.923], [6.572, -4.936, -4.137]], "nbo_charge": [-0.61, 0.90, 0.36, -0.37, 0.20, -0.40, 0.21, 0.20, -0.31, -0.39, 0.18, 0.20, -1.16, -0.32, 0.49, 0.20, -0.36, 0.19, 0.21, 0.19, -1.01, -0.30, -0.40, -0.40, -0.40, 0.19, 0.24, 0.20, -0.61, 0.19, 0.21, -0.76, 0.54, 0.20, 0.20, -0.88, -0.31, -0.40, 1.79, 0.20, -0.31, -0.61, 0.22, 0.20, 0.20, 0.27, 0.20, 0.21, -0.62, 0.35, -1.00, -0.40, -0.40, 0.20, 0.20, 0.19, 0.20, 0.21, 0.19, 0.18, -0.40, 0.21, 0.50, 0.92], "total_charge": -1, "e_tot_ha": -2194.16572, "max_force_ev_per_a": 1.01, "gap_ev": 7.01}

***

4.
{"formula": "C4H11NO", "method": "the ωB97M-V functional and the def2-TZVPD basis", "symbols": ["H", "C", "H", "H", "H", "H", "O", "H", "H", "H", "C", "H", "C", "H", "H", "N", "C"], "positions_angstrom": [[2.138, 0.430, 0.311], [1.308, -1.482, 1.042], [-2.442, 1.872, -0.120], [-1.745, 1.984, -1.725], [-1.856, -0.948, 0.437], [3.312, 0.340, -0.655], [2.662, 0.960, -0.303], [0.132, -1.934, -0.594], [-0.880, 0.115, 1.497], [2.141, -2.101, 0.750], [-0.910, -0.404, 0.535], [-2.799, 0.626, -1.282], [-1.991, 1.280, -0.935], [0.042, 1.013, -0.614], [1.542, -0.834, 1.888], [-0.831, 0.509, -0.590], [0.177, -1.424, 0.358]], "nbo_charge": [0.47, -0.45, 0.16, 0.21, 0.20, 0.47, -0.95, 0.21, 0.17, 0.20, -0.26, 0.18, -0.40, 0.38, 0.19, -0.64, -0.14], "e_tot_ha": -288.95233, "max_force_ev_per_a": 1.07, "gap_ev": 9.66, "smiles": "C=CCNC.O"}

***

| no. | LUMO (eV) |
| --- | --- |
| 1 | 1.67 |
| 2 | -5.68 |
| 3 | 2.31 |
| 4 | 1.02 |